# 1
Below is C22H28N4O3S in the gas phase, with properties calculated with wB97M-V/def2-TZVPD.

## Properties
Orbital gap   9.0 eV
Relative energy (zero: lowest compared OMol25 entry of this formula, charge and spin)   3.6192 eV
HOMO level   -0.306 Eh
SMILES   Cc1ccc(N(CC(=O)NN=C2CCN(C)CC2)S(=O)(=O)c2ccc(C)cc2)cc1

Cartesian coordinates (Å):
C: 5.381 2.921 -1.459
C: 4.171 2.362 -0.774
C: 3.986 2.535 0.592
C: 2.868 2.036 1.230
C: 1.892 1.356 0.506
N: 0.793 0.791 1.181
C: -0.095 1.660 1.933
C: -0.780 2.585 0.933
O: -0.309 3.639 0.559
N: -1.920 2.088 0.397
N: -2.478 0.942 0.856
C: -3.304 0.256 0.187
C: -3.833 -0.989 0.818
C: -5.362 -0.996 0.770
N: -5.817 -0.842 -0.600
C: -7.247 -1.022 -0.716
C: -5.390 0.433 -1.139
C: -3.861 0.516 -1.182
S: 0.144 -0.629 0.563
O: -0.511 -0.469 -0.709
O: -0.620 -1.218 1.622
C: 1.653 -1.561 0.335
C: 1.965 -2.109 -0.892
C: 3.147 -2.816 -1.040
C: 4.015 -2.977 0.033
C: 5.305 -3.721 -0.123
C: 3.673 -2.424 1.265
C: 2.495 -1.719 1.420
C: 2.061 1.192 -0.863
C: 3.192 1.684 -1.488
H: 5.211 3.967 -1.718
H: 5.596 2.377 -2.376
H: 6.251 2.875 -0.808
H: 4.732 3.065 1.167
H: 2.750 2.171 2.294
H: 0.480 2.248 2.650
H: -0.819 1.015 2.431
H: -2.287 2.565 -0.427
H: -3.465 -1.070 1.839
H: -3.454 -1.839 0.247
H: -5.735 -1.949 1.151
H: -5.753 -0.190 1.419
H: -7.531 -0.955 -1.766
H: -7.511 -2.012 -0.349
H: -7.821 -0.272 -0.148
H: -5.787 0.527 -2.153
H: -5.782 1.278 -0.540
H: -3.560 1.485 -1.585
H: -3.476 -0.262 -1.844
H: 1.280 -1.974 -1.714
H: 3.397 -3.246 -1.999
H: 5.437 -4.433 0.689
H: 5.338 -4.254 -1.069
H: 6.142 -3.023 -0.092
H: 4.339 -2.550 2.106
H: 2.212 -1.290 2.368
H: 1.296 0.694 -1.435
H: 3.307 1.548 -2.554

# 2
Below is C22H28N4O4S in the gas phase, with properties calculated with wB97M-V/def2-TZVPD.

## Properties
Orbital gap   9.3 eV
Relative energy (zero: lowest compared OMol25 entry of this formula, charge and spin)   0.5340 eV
HOMO level   -0.319 Eh
SMILES   Cc1ccc(C)c(N(CC(=O)NC[C@@H]2CCCO2)C(=O)CCC(=O)Nc2nccs2)c1

Cartesian coordinates (Å):
C: -5.445 -0.341 -0.551
C: -4.092 -0.982 -0.483
C: -3.921 -2.322 -0.810
C: -2.674 -2.912 -0.743
C: -1.550 -2.198 -0.345
C: -0.208 -2.851 -0.274
C: -1.727 -0.856 -0.012
N: -0.628 -0.061 0.439
C: -0.358 -0.089 1.871
C: 0.884 -0.934 2.203
O: 0.816 -2.006 2.770
N: 2.023 -0.334 1.825
C: 3.279 -1.039 1.755
C: 3.358 -1.889 0.461
C: 4.804 -2.113 0.015
C: 5.091 -0.849 -0.803
C: 3.693 -0.374 -1.241
O: 2.743 -1.234 -0.632
C: 0.057 0.772 -0.360
O: 0.951 1.496 0.070
C: -0.325 0.789 -1.825
C: -1.114 2.066 -2.168
C: -0.208 3.262 -2.027
O: 0.520 3.657 -2.905
N: -0.207 3.933 -0.819
C: -0.855 3.680 0.352
N: -1.877 2.919 0.542
C: -2.272 2.925 1.841
C: -1.550 3.711 2.674
S: -0.284 4.498 1.806
C: -2.979 -0.261 -0.081
H: -5.369 0.738 -0.454
H: -6.079 -0.717 0.252
H: -5.933 -0.576 -1.495
H: -4.774 -2.906 -1.124
H: -2.564 -3.954 -1.007
H: -0.196 -3.765 -0.863
H: 0.576 -2.185 -0.632
H: 0.021 -3.109 0.760
H: -1.225 -0.518 2.376
H: -0.194 0.936 2.220
H: 1.926 0.489 1.232
H: 4.082 -0.301 1.780
H: 3.359 -1.699 2.621
H: 2.800 -2.816 0.615
H: 4.858 -2.998 -0.619
H: 5.480 -2.239 0.857
H: 5.579 -0.091 -0.190
H: 5.730 -1.056 -1.658
H: 3.545 -0.450 -2.321
H: 3.503 0.663 -0.937
H: 0.601 0.782 -2.406
H: -0.918 -0.086 -2.083
H: -1.983 2.160 -1.522
H: -1.425 2.010 -3.212
H: 0.518 4.640 -0.765
H: -3.116 2.325 2.127
H: -1.677 3.875 3.724
H: -3.069 0.784 0.177

# 3
Below is 6 unconnected molecules or ions with the total composition C22H28N6, with properties calculated with wB97M-V/def2-TZVPD.

## Properties
Orbital gap   8.3 eV
Relative energy (zero: lowest compared OMol25 entry of this formula, charge and spin)   6.7323 eV
HOMO level   -0.282 Eh
SMILES   c1cc[nH]c1.c1cc[nH]c1.c1cc[nH]c1.c1cc[nH]c1.c1cc[nH]c1.CC#N

Cartesian coordinates (Å):
C: 2.917 -4.757 -1.928
C: 2.251 -3.644 -1.600
C: 1.394 -3.276 -2.698
N: 1.691 -4.141 -3.684
C: 2.600 -5.117 -3.170
H: 3.557 -5.274 -1.228
H: 2.303 -3.144 -0.644
H: 0.711 -2.454 -2.854
H: 1.319 -4.019 -4.615
H: 2.745 -6.000 -3.774
C: 1.155 2.260 -6.549
C: 0.389 1.797 -7.710
C: -0.574 0.889 -7.231
N: -0.451 0.834 -5.821
C: 0.538 1.628 -5.437
H: 2.023 2.900 -6.613
H: 0.632 2.173 -8.693
H: -1.303 0.319 -7.786
H: -1.036 0.265 -5.226
H: 0.735 1.618 -4.375
C: -1.852 -2.220 4.306
C: -0.856 -1.647 3.474
C: 0.094 -1.230 4.380
N: -0.232 -1.581 5.693
C: -1.439 -2.121 5.622
H: -2.801 -2.578 3.933
H: -0.802 -1.611 2.396
H: 1.015 -0.667 4.333
H: 0.273 -1.258 6.505
H: -1.874 -2.479 6.543
C: 0.749 2.409 3.005
C: 0.802 3.086 1.792
C: 1.961 3.779 1.685
N: 2.585 3.597 2.886
C: 1.874 2.755 3.722
H: -0.017 1.772 3.421
H: -0.011 3.021 1.084
H: 2.198 4.466 0.886
H: 3.453 4.022 3.180
H: 2.234 2.550 4.720
C: -3.112 2.638 1.797
C: -2.500 1.522 1.284
C: -3.118 0.386 1.911
N: -3.760 0.870 2.979
C: -3.754 2.218 2.913
H: -2.903 3.654 1.495
H: -1.792 1.608 0.472
H: -3.015 -0.678 1.754
H: -4.233 0.325 3.686
H: -4.176 2.923 3.615
C: 0.407 -0.603 -0.253
C: -0.023 -0.018 -1.466
N: -0.459 0.478 -2.360
H: 0.642 0.221 0.421
H: 1.267 -1.269 -0.319
H: -0.420 -1.193 0.142

# 4
Below is a molecular structure, C22H28N6, with properties calculated with wB97M-V/def2-TZVPD.

## Properties
Orbital gap   8.2 eV
Relative energy (zero: lowest compared OMol25 entry of this formula, charge and spin)   12.6821 eV
HOMO level   -0.281 Eh

Cartesian coordinates (Å):
C: 2.220 -0.433 1.709
C: 3.585 -0.230 1.700
N: 4.708 0.032 1.702
H: 1.959 -0.687 2.736
H: 2.046 -1.329 1.113
H: 1.529 0.361 1.427
N: 2.057 2.726 -0.979
C: 1.938 3.644 -0.019
C: 2.617 3.403 1.077
C: 3.167 2.127 0.871
C: 2.819 1.733 -0.422
H: 1.541 2.750 -1.847
H: 1.200 4.408 -0.214
H: 2.584 3.916 2.027
H: 3.672 1.475 1.569
H: 2.823 0.778 -0.926
N: -1.339 1.376 -5.356
C: -1.029 1.442 -4.018
C: -0.915 2.723 -3.775
C: -0.962 3.486 -4.932
C: -1.195 2.601 -5.927
H: -1.505 0.503 -5.836
H: -1.005 0.536 -3.430
H: -0.791 3.113 -2.776
H: -0.911 4.560 -5.029
H: -1.482 2.740 -6.959
N: -1.008 -3.859 2.256
C: -2.285 -4.065 1.732
C: -2.276 -3.719 0.422
C: -0.957 -3.402 0.065
C: -0.171 -3.530 1.218
H: -0.702 -3.733 3.210
H: -3.072 -4.371 2.404
H: -3.175 -3.685 -0.175
H: -0.568 -3.060 -0.883
H: 0.860 -3.225 1.316
N: -0.277 -1.377 -0.131
C: 0.052 -1.451 -1.504
C: 0.289 -0.191 -1.977
C: 0.359 0.615 -0.878
C: -0.060 -0.058 0.247
H: -0.579 -2.139 0.458
H: -0.024 -2.372 -2.062
H: 0.532 0.103 -2.988
H: 0.485 1.683 -0.983
H: -0.103 0.299 1.266
N: -2.115 0.069 4.130
C: -2.833 -0.745 3.251
C: -1.948 -1.509 2.544
C: -0.672 -1.048 2.890
C: -0.767 -0.146 3.900
H: -2.455 0.721 4.822
H: -3.887 -0.575 3.414
H: -2.246 -2.173 1.747
H: 0.281 -1.269 2.434
H: -0.005 0.458 4.370